1.
# C33H61BrKN7O8S2

A structure of composition C33H61BrKN7O8S2 (the ωB97M-V functional and the def2-TZVPD basis, the OMol25 dataset).

Atoms and positions in Å:
K (0.84, -0.27, 0.00)
C (-1.25, 2.63, 3.68)
C (-2.08, 2.13, 2.49)
N (-1.48, 2.49, 1.21)
C (-2.29, 3.29, 0.31)
C (-1.39, 4.02, -0.69)
N (-0.59, 3.07, -1.41)
C (0.45, 3.62, -2.26)
C (1.67, 4.13, -1.50)
C (2.56, 3.07, -0.85)
N (2.04, 2.46, 0.36)
C (1.80, 3.39, 1.44)
C (1.88, 2.71, 2.80)
N (0.94, 1.63, 3.00)
C (-0.05, 1.74, 4.03)
H (-1.89, 2.67, 4.58)
H (-0.92, 3.65, 3.47)
H (-3.09, 2.54, 2.55)
H (-2.17, 1.04, 2.58)
H (-1.16, 1.66, 0.72)
H (-2.85, 4.02, 0.90)
H (-3.03, 2.70, -0.25)
H (-0.73, 4.68, -0.12)
H (-2.01, 4.66, -1.35)
H (-1.19, 2.46, -1.96)
H (0.06, 4.44, -2.90)
H (0.77, 2.82, -2.94)
H (1.37, 4.87, -0.76)
H (2.29, 4.67, -2.22)
H (3.53, 3.57, -0.65)
H (2.76, 2.26, -1.56)
H (2.67, 1.72, 0.64)
H (0.81, 3.84, 1.34)
H (2.56, 4.21, 1.44)
H (1.71, 3.47, 3.57)
H (2.91, 2.34, 2.95)
H (1.29, 0.71, 2.83)
H (0.38, 2.12, 4.97)
H (-0.42, 0.73, 4.23)
C (-6.44, -4.85, -3.30)
C (-6.42, -3.38, -3.66)
S (-5.90, -2.42, -2.24)
O (-4.54, -2.80, -1.94)
O (-6.91, -2.59, -1.21)
C (-5.95, -0.76, -2.85)
C (-5.26, 0.25, -1.92)
N (-3.83, 0.32, -2.11)
C (-2.89, -0.05, -1.18)
N (-1.67, 0.08, -1.66)
C (-1.80, 0.50, -2.97)
C (-3.14, 0.68, -3.26)
N (-3.72, 1.14, -4.42)
O (-4.99, 1.41, -4.43)
O (-2.97, 1.32, -5.44)
C (-3.22, -0.55, 0.18)
H (-6.74, -5.45, -4.16)
H (-7.14, -5.04, -2.48)
H (-5.45, -5.18, -2.97)
H (-7.40, -3.01, -3.95)
H (-5.70, -3.16, -4.45)
H (-7.00, -0.51, -2.98)
H (-5.48, -0.73, -3.83)
H (-5.44, 0.00, -0.88)
H (-5.70, 1.22, -2.14)
H (-0.97, 0.68, -3.62)
H (-3.72, 0.21, 0.78)
H (-2.29, -0.84, 0.68)
H (-3.87, -1.43, 0.13)
C (8.53, -0.36, 1.24)
C (7.31, -0.39, 0.33)
C (6.01, -0.38, 1.12)
S (4.53, -0.27, 0.02)
O (3.46, -0.06, 1.06)
C (4.51, -2.05, -0.45)
C (3.44, -2.82, 0.31)
C (3.86, -3.25, 1.71)
H (9.46, -0.36, 0.67)
H (8.55, -1.23, 1.90)
H (8.53, 0.53, 1.87)
H (7.35, -1.27, -0.31)
H (7.33, 0.48, -0.34)
H (5.93, 0.53, 1.73)
H (5.92, -1.24, 1.78)
H (5.51, -2.46, -0.25)
H (4.32, -2.05, -1.51)
H (3.16, -3.70, -0.28)
H (2.56, -2.20, 0.40)
H (4.79, -3.83, 1.70)
H (3.08, -3.86, 2.17)
H (4.00, -2.37, 2.35)
C (-1.02, -2.94, -2.10)
O (-0.25, -2.69, -0.90)
C (-0.41, -3.56, 0.07)
O (-1.13, -4.51, 0.11)
H (-0.76, -2.14, -2.79)
H (-2.08, -2.90, -1.87)
H (-0.76, -3.91, -2.50)
Br (-0.02, -2.68, 6.92)
C (-0.19, -2.20, 5.07)
C (0.94, -1.91, 4.33)
C (0.78, -1.55, 2.99)
C (-0.46, -1.44, 2.33)
C (-1.55, -1.79, 3.15)
C (-1.45, -2.15, 4.49)
H (1.92, -1.97, 4.78)
H (1.71, -1.35, 2.46)
H (-2.56, -1.77, 2.74)
H (-2.33, -2.39, 5.08)
C (3.47, -0.11, -2.81)
O (2.81, -0.20, -1.62)
H (4.58, -0.03, -2.69)
H (3.18, 0.77, -3.41)
H (3.31, -0.99, -3.48)

Its total charge is -2. Its total energy is -170054.46176 eV.

Löwdin atomic charge list, values in e, 99 entries: atom 1 (K): 0.65, atom 2 (C): -0.18, atom 3 (C): -0.23, atom 4 (N): -0.04, atom 5 (C): -0.23, atom 6 (C): -0.23, atom 7 (N): -0.05, atom 8 (C): -0.23, atom 9 (C): -0.19, atom 10 (C): -0.23, atom 11 (N): -0.07, atom 12 (C): -0.24, atom 13 (C): -0.21, atom 14 (N): -0.04, atom 15 (C): -0.24, atom 16 (H): 0.10, atom 17 (H): 0.10, atom 18 (H): 0.10, atom 19 (H): 0.09, atom 20 (H): 0.07, atom 21 (H): 0.11, atom 22 (H): 0.11, atom 23 (H): 0.10, atom 24 (H): 0.11, atom 25 (H): 0.07, atom 26 (H): 0.11, atom 27 (H): 0.12, atom 28 (H): 0.09, atom 29 (H): 0.10, atom 30 (H): 0.11, atom 31 (H): 0.09, atom 32 (H): 0.04, atom 33 (H): 0.09, atom 34 (H): 0.11, atom 35 (H): 0.11, atom 36 (H): 0.11, atom 37 (H): 0.06, atom 38 (H): 0.10, atom 39 (H): 0.10, atom 40 (C): -0.13, atom 41 (C): -0.31, atom 42 (S): 0.64, atom 43 (O): -0.30, atom 44 (O): -0.33, atom 45 (C): -0.22, atom 46 (C): -0.15, atom 47 (N): 0.04, atom 48 (C): -0.37, atom 49 (N): 0.07, atom 50 (C): -0.10, atom 51 (C): -0.19, atom 52 (N): -0.41, atom 53 (O): -0.16, atom 54 (O): -0.12, atom 55 (C): -0.01, atom 56 (H): 0.07, atom 57 (H): 0.07, atom 58 (H): 0.08, atom 59 (H): 0.10, atom 60 (H): 0.10, atom 61 (H): 0.11, atom 62 (H): 0.10, atom 63 (H): 0.12, atom 64 (H): 0.12, atom 65 (H): 0.11, atom 66 (H): 0.08, atom 67 (H): 0.04, atom 68 (H): 0.07, atom 69 (C): -0.13, atom 70 (C): -0.32, atom 71 (C): -0.36, atom 72 (S): 0.95, atom 73 (O): -0.58, atom 74 (C): -0.31, atom 75 (C): -0.28, atom 76 (C): -0.11, atom 77 (H): 0.06, atom 78 (H): 0.07, atom 79 (H): 0.07, atom 80 (H): 0.10, atom 81 (H): 0.10, atom 82 (H): 0.09, atom 83 (H): 0.08, atom 84 (H): 0.08, atom 85 (H): 0.06, atom 86 (H): 0.11, atom 87 (H): 0.05, atom 88 (H): 0.07, atom 89 (H): 0.07, atom 90 (H): 0.06, atom 91 (C): -0.03, atom 92 (O): -0.15, atom 93 (C): -0.29, atom 94 (O): 0.08, atom 95 (H): 0.08, atom 96 (H): 0.07, atom 97 (H): 0.09, atom 98 (Br): 0.61, atom 99 (C): -0.72

2.
# C4H10O2

An isolated molecule of C4H10O2 (the ωB97M-V functional and the def2-TZVPD basis, the OMol25 dataset).

Atoms and positions in Å:
C (0.75, 1.76, -1.14)
C (0.95, 0.63, -0.13)
C (-0.37, 0.03, 0.35)
O (-1.27, -0.06, -0.74)
C (-0.19, -1.37, 0.94)
O (-1.48, -1.93, 1.16)
H (1.72, 2.16, -1.46)
H (0.22, 1.38, -2.01)
H (0.17, 2.58, -0.71)
H (1.55, -0.16, -0.59)
H (1.51, 0.98, 0.75)
H (-0.81, 0.68, 1.14)
H (-2.00, -0.59, -0.40)
H (0.37, -1.33, 1.88)
H (0.38, -1.97, 0.22)
H (-1.50, -2.80, 0.75)

As for the structure (SMILES): CC[C@@H](O)CO. For the energy above the lowest of the compared OMol25 structures with the same formula, charge and spin, the calculation gives 15.6 kcal per mole.

Quick look at the natural (NBO) charges, all values in e: atom 1 (C): -0.60, atom 2 (C): -0.41, atom 3 (C): 0.07, atom 4 (O): -0.73, atom 5 (C): -0.08, atom 6 (O): -0.74, atom 7 (H): 0.21, atom 8 (H): 0.22, atom 9 (H): 0.20, atom 10 (H): 0.19, atom 11 (H): 0.20, atom 12 (H): 0.15, atom 13 (H): 0.48, atom 14 (H): 0.17, atom 15 (H): 0.17, atom 16 (H): 0.48

3.
# H12O6

A cluster of 6 separate species, H12O6 in total (the ωB97M-V functional and the def2-TZVPD basis, the OMol25 dataset).

Atoms and positions in Å:
O (-3.56, 0.44, 1.32)
H (-2.74, 0.71, 0.92)
H (-3.41, -0.47, 1.59)
O (2.91, -0.64, 1.09)
H (2.05, -0.66, 0.65)
H (3.19, 0.27, 1.00)
O (2.17, 1.32, -1.71)
H (2.80, 1.39, -0.99)
H (1.94, 2.23, -1.91)
O (-1.42, 1.35, -0.14)
H (-0.87, 1.97, 0.35)
H (-2.11, 1.90, -0.52)
O (0.44, -0.68, -0.36)
H (1.01, -0.26, -1.01)
H (-0.27, -0.05, -0.22)
O (-0.88, -3.05, 0.32)
H (-1.11, -3.32, -0.57)
H (-0.14, -2.45, 0.20)

As for the structure (SMILES): O.O.O.O.O.O. For the energy above the lowest of the compared OMol25 structures with the same formula, charge and spin, the calculation gives 28.0 kcal per mole.

Quick look at the natural (NBO) charges, all values in e: atom 1 (O): -0.96, atom 2 (H): 0.47, atom 3 (H): 0.47, atom 4 (O): -0.95, atom 5 (H): 0.49, atom 6 (H): 0.44, atom 7 (O): -0.95, atom 8 (H): 0.47, atom 9 (H): 0.48, atom 10 (O): -0.95, atom 11 (H): 0.49, atom 12 (H): 0.50, atom 13 (O): -0.99, atom 14 (H): 0.50, atom 15 (H): 0.50, atom 16 (O): -0.96, atom 17 (H): 0.46, atom 18 (H): 0.49

What is the formula in the second record? C4H10O2

Repeat the second record exactly.
# C4H10O2

An isolated molecule of C4H10O2 (the ωB97M-V functional and the def2-TZVPD basis, the OMol25 dataset).

Atoms and positions in Å:
C (0.75, 1.76, -1.14)
C (0.95, 0.63, -0.13)
C (-0.37, 0.03, 0.35)
O (-1.27, -0.06, -0.74)
C (-0.19, -1.37, 0.94)
O (-1.48, -1.93, 1.16)
H (1.72, 2.16, -1.46)
H (0.22, 1.38, -2.01)
H (0.17, 2.58, -0.71)
H (1.55, -0.16, -0.59)
H (1.51, 0.98, 0.75)
H (-0.81, 0.68, 1.14)
H (-2.00, -0.59, -0.40)
H (0.37, -1.33, 1.88)
H (0.38, -1.97, 0.22)
H (-1.50, -2.80, 0.75)

As for the structure (SMILES): CC[C@@H](O)CO. For the energy above the lowest of the compared OMol25 structures with the same formula, charge and spin, the calculation gives 15.6 kcal per mole.

Quick look at the natural (NBO) charges, all values in e: atom 1 (C): -0.60, atom 2 (C): -0.41, atom 3 (C): 0.07, atom 4 (O): -0.73, atom 5 (C): -0.08, atom 6 (O): -0.74, atom 7 (H): 0.21, atom 8 (H): 0.22, atom 9 (H): 0.20, atom 10 (H): 0.19, atom 11 (H): 0.20, atom 12 (H): 0.15, atom 13 (H): 0.48, atom 14 (H): 0.17, atom 15 (H): 0.17, atom 16 (H): 0.48